Record 1
14
Properties=species:S:1:pos:R:3:forces:R:3:nbo_charge:R:1 method="wB97M-V/def2-TZVPD" energy_ha=-270.32605 e_above_lowest_kcal_mol=145.48 charge=0 mol_weight_g_mol=84.12 homo_energy_ev=-8.997 homo_lumo_gap_ev=9.879 lumo_ha=0.032
O 0.456 -0.163 -1.604 -0.368 0.071 0.071 -0.479
C 1.482 1.255 0.201 -0.053 -0.063 0.020 -0.636
C -1.058 -1.220 0.110 -2.129 -0.275 0.184 -0.345
C -1.136 0.247 0.092 -0.541 0.384 0.515 -0.496
C 0.397 0.336 -0.272 -0.061 -0.013 0.673 0.238
C 0.403 -1.127 -0.566 -0.510 -0.232 -0.054 0.046
H 1.301 2.285 -0.127 -0.054 -0.189 0.019 0.226
H 2.458 0.944 -0.185 -0.206 -0.025 0.052 0.228
H -2.489 -1.123 0.358 2.178 -2.235 -2.246 0.132
H -0.967 -1.775 1.032 0.692 0.630 0.614 0.201
H 1.510 1.248 1.295 0.028 0.039 -0.112 0.223
H 1.261 -1.809 -0.494 -0.686 0.040 -0.092 0.208
H -1.906 0.290 0.927 1.483 1.989 0.355 0.236
H -1.711 0.611 -0.765 0.230 -0.121 0.003 0.219

---

Record 2
83
Properties=species:S:1:pos:R:3:forces:R:3:mulliken_spin:R:1 method="wB97M-V/def2-TZVPD" energy_ha=-2975.63386 charge=+2 mol_weight_g_mol=792.74 spin_multiplicity=2 homo_energy_ev="-13.457 / -13.464" homo_lumo_gap_ev="4.710 / 5.589" lumo_ha="-0.321 / -0.289"
Sb -2.555 0.422 -1.735 -1.873 0.613 -0.850 -0.108
Ru -0.934 0.186 0.323 2.555 -2.232 1.533 1.334
S -1.638 -3.962 2.616 0.311 0.346 0.121 0.028
S -0.779 -2.114 0.298 -0.043 0.446 -0.156 -0.178
S 2.444 1.173 0.814 1.241 0.447 0.034 0.007
O 1.437 0.390 0.010 -1.610 -0.666 -0.735 0.030
N -0.791 2.065 1.145 -0.540 0.583 0.276 -0.056
N -1.184 -0.187 2.360 0.313 3.498 -1.720 0.002
N -1.275 -1.390 2.825 -0.769 -1.930 2.448 -0.032
C -5.675 0.144 -1.415 0.165 0.017 -0.182 -0.001
C 3.375 2.167 -0.436 -0.284 -0.204 0.345 0.003
C -0.476 -5.063 1.772 0.017 0.166 -0.017 0.000
C 6.404 -1.459 -1.719 -0.121 -0.010 0.107 0.000
C -3.691 -0.582 -4.451 -0.060 0.285 0.215 -0.002
C -1.168 -2.397 2.020 -0.204 0.583 -0.699 0.043
C 5.894 0.089 0.042 -0.298 -0.235 0.191 0.000
C -4.287 -0.405 0.622 0.115 -0.130 0.011 0.043
C -1.236 0.904 3.136 -0.405 -3.222 -0.404 -0.046
C 3.440 4.098 1.177 0.047 -0.042 -0.130 -0.001
C -3.636 3.245 -1.009 -0.113 -0.135 0.039 0.003
C 3.758 -0.054 1.319 -0.336 0.477 -0.093 -0.003
C 6.761 -0.375 -0.928 0.048 -0.091 -0.185 0.000
C -2.316 3.167 -3.162 -0.057 -0.052 -0.109 -0.005
C 5.324 5.587 1.258 -0.068 -0.092 -0.026 0.001
C 4.660 -0.536 0.244 0.211 -0.099 -0.378 0.002
C 4.061 5.218 1.697 0.131 0.112 0.019 -0.001
C -3.316 2.468 -2.269 0.424 -0.966 0.237 -0.025
C -0.420 3.163 0.492 0.155 0.045 -0.156 -0.007
C -0.390 4.409 1.084 -0.238 0.066 0.961 -0.028
C -1.147 3.400 3.125 0.086 -1.489 -0.058 -0.018
C 5.974 4.808 0.313 -0.016 0.097 0.082 0.000
C 5.173 -2.077 -1.534 0.189 0.065 -0.147 0.000
C -1.086 2.137 2.489 0.422 2.281 -1.403 0.018
C 5.360 3.679 -0.201 -0.223 -0.084 -0.006 0.001
C -4.396 -0.491 -0.896 0.513 0.119 0.023 -0.003
C 4.076 3.323 0.209 0.248 0.206 0.204 0.000
C 4.301 -1.616 -0.566 -0.006 0.245 0.244 0.000
C -0.797 4.525 2.425 0.246 0.361 -0.962 0.004
C -2.020 -2.129 -3.385 0.154 0.102 0.201 -0.002
C -2.389 -0.690 -3.690 0.546 0.175 0.516 0.000
H -6.530 -0.448 -1.089 -0.049 -0.030 0.059 0.001
H -4.089 4.198 -1.278 -0.033 0.137 -0.010 -0.001
H -0.944 -6.042 1.725 -0.049 0.003 -0.075 0.000
H 4.069 1.517 -0.966 -0.126 -0.095 -0.010 0.002
H 6.960 5.086 -0.026 0.090 0.009 -0.050 0.000
H -0.825 5.491 2.904 -0.009 0.096 0.024 -0.001
H -5.196 -0.781 1.090 -0.097 -0.053 0.061 0.004
H -4.348 2.713 -0.379 0.018 0.050 0.119 0.000
H 4.902 -2.926 -2.142 -0.029 -0.072 -0.063 0.000
H 7.088 -1.832 -2.466 0.052 -0.023 -0.066 0.000
H -5.699 0.180 -2.502 -0.096 0.045 -0.062 0.000
H 3.344 -2.098 -0.424 -0.067 -0.049 0.047 -0.001
H 4.308 0.484 2.091 -0.022 -0.016 0.131 -0.001
H 3.561 5.809 2.447 -0.080 0.105 0.103 0.000
H -4.144 0.626 0.957 -0.038 0.006 0.044 0.002
H 2.451 3.828 1.521 -0.068 0.008 0.041 0.001
H 5.795 6.478 1.645 0.053 0.029 0.063 0.000
H -4.230 2.254 -2.824 -0.039 -0.077 0.013 -0.001
H -3.449 -1.011 0.986 -0.165 0.077 0.056 -0.015
H 0.440 -5.126 2.354 -0.014 0.011 -0.029 0.001
H 3.187 -0.868 1.767 -0.106 0.123 0.102 0.002
H -3.992 0.454 -4.597 -0.142 0.058 -0.069 0.000
H -4.368 -1.542 -1.201 0.155 0.096 -0.037 0.003
H -3.568 -1.030 -5.436 0.067 -0.047 -0.055 -0.001
H -0.272 -4.683 0.775 -0.006 -0.204 -0.076 0.000
H -1.447 3.443 4.158 0.040 0.052 0.193 0.000
H -1.908 -2.680 -4.319 0.006 -0.038 -0.068 0.000
H -2.807 -2.617 -2.808 0.026 -0.082 0.046 -0.001
H -0.086 5.276 0.522 0.059 0.078 -0.093 0.001
H -2.111 2.581 -4.057 0.121 0.070 -0.092 0.000
H -4.484 -1.125 -3.942 -0.134 -0.005 0.010 0.000
H 7.721 0.098 -1.063 0.096 0.046 -0.017 0.000
H -5.811 1.153 -1.033 -0.021 0.108 0.016 0.000
H -1.078 -2.198 -2.836 -0.049 -0.099 -0.043 0.001
H -2.718 4.130 -3.475 0.019 0.086 -0.057 -0.001
H -1.363 0.792 4.205 -0.007 -0.014 0.076 0.000
H -0.124 3.019 -0.546 -0.187 0.065 0.175 0.000
H -1.581 -0.192 -4.230 -0.042 0.031 0.119 -0.001
H 6.178 0.921 0.670 0.054 0.093 0.085 0.000
H 5.867 3.086 -0.949 0.049 -0.093 -0.074 0.000
H -2.736 3.456 -0.430 -0.067 0.002 0.021 0.001
H 2.619 2.519 -1.140 -0.173 -0.167 0.082 -0.001
H -1.380 3.353 -2.637 0.135 0.027 -0.027 0.000

---

Record 3
21
Properties=species:S:1:pos:R:3:forces:R:3:nbo_charge:R:1 method="wB97M-V/def2-TZVPD" energy_ha=-345.51439 e_above_lowest_kcal_mol=38.78 charge=0 mol_weight_g_mol=106.17 smiles=CN(C)CCN.O homo_energy_ev=-8.698 homo_lumo_gap_ev=9.510 lumo_ha=0.030
O -2.319 -2.085 -1.671 0.167 -0.631 -0.424 -0.938
N 0.461 1.000 -1.871 0.168 -0.294 0.273 -0.834
N -0.366 -0.009 0.690 1.176 0.117 -0.124 -0.424
C -0.558 -0.851 1.861 -0.095 0.331 0.059 -0.416
C 1.537 0.688 -0.914 -0.638 -0.460 -0.152 -0.232
C 1.058 -0.168 0.283 -1.047 1.142 0.111 -0.231
C -0.583 1.379 1.057 -0.008 0.331 -0.242 -0.431
H 0.085 1.741 1.859 0.213 -0.245 -0.029 0.152
H 0.253 0.168 -2.410 -0.161 0.115 -0.065 0.348
H -1.584 1.536 1.432 -0.438 -0.099 -0.031 0.202
H -2.098 -2.892 -2.173 -0.142 0.574 0.353 0.463
H 1.167 -1.212 0.043 0.370 -0.443 0.111 0.187
H 1.657 0.149 1.153 0.380 -0.537 -0.090 0.169
H 0.751 1.712 -2.526 0.132 0.017 -0.064 0.360
H -0.132 -0.379 2.762 -0.064 -0.099 0.026 0.162
H -1.481 -1.626 -1.550 -0.056 0.127 0.191 0.474
H -0.436 2.008 0.179 -0.108 -0.010 0.046 0.221
H -0.077 -1.809 1.742 0.176 -0.363 -0.192 0.195
H -1.611 -1.039 2.002 -0.421 0.054 0.233 0.206
H 1.971 1.623 -0.563 0.026 -0.021 -0.048 0.191
H 2.305 0.065 -1.386 0.370 0.395 0.057 0.174

---

Record 4
9
Properties=species:S:1:pos:R:3:forces:R:3:nbo_charge:R:1 method="wB97M-V/def2-TZVPD" energy_ha=-577.42977 e_above_lowest_kcal_mol=27.25 charge=0 mol_weight_g_mol=76.53 smiles="C=C(C)Cl" homo_energy_ev=-10.103 homo_lumo_gap_ev=10.687 lumo_ha=0.021
Cl 1.605 -1.710 0.374 -1.570 2.654 -0.551 -0.229
C 0.403 -0.047 -0.018 1.158 -2.549 0.186 0.202
C 0.975 1.137 -0.228 2.533 -2.225 2.049 -0.476
C -1.020 -0.539 0.044 -0.538 -0.374 0.282 -0.715
H 2.102 1.306 0.078 -2.523 -0.346 -1.197 0.257
H -1.289 -1.122 0.984 0.518 1.609 -0.610 0.256
H 0.305 1.934 -0.333 -0.660 1.285 -0.363 0.225
H -1.654 0.307 -0.241 -0.141 0.239 0.966 0.232
H -1.427 -1.265 -0.659 1.223 -0.293 -0.762 0.248

---

Record 5
16
Properties=species:S:1:pos:R:3:forces:R:3:nbo_charge:R:1 method="wB97M-V/def2-TZVPD" energy_ha=-437.71864 e_above_lowest_kcal_mol=54.50 charge=-1 mol_weight_g_mol=118.11 homo_energy_ev=-3.695 homo_lumo_gap_ev=6.621 lumo_ha=0.108
O 2.379 2.076 0.082 -1.444 -1.362 -1.064 -0.604
O -3.266 -1.373 -0.618 0.141 0.326 -0.872 -0.811
O -3.544 0.858 -0.295 0.044 0.874 -0.640 -0.779
N 3.883 0.595 -0.611 -5.613 -6.422 -2.662 -0.853
C -3.249 -0.585 1.524 1.345 2.031 1.588 -0.719
C 1.537 -0.146 -0.951 -1.012 2.943 2.273 -0.719
C 2.502 0.996 -0.489 3.259 0.668 0.374 0.690
C -3.336 -0.308 0.052 -0.383 -1.225 -0.163 0.744
H 0.854 -0.109 -0.004 0.582 -0.659 -2.088 0.269
H 2.218 -0.975 -0.882 -0.559 -0.857 -0.587 0.209
H -2.412 0.032 2.020 -1.448 -0.510 -0.525 0.178
H 4.120 -0.316 -1.120 -0.435 2.246 1.118 0.367
H 0.960 0.078 -1.911 0.954 -0.550 1.491 0.268
H -2.993 -1.581 1.664 0.439 -1.926 0.315 0.195
H 4.562 1.180 -0.448 4.218 4.016 1.167 0.371
H -4.215 -0.422 1.989 -0.087 0.407 0.274 0.194